1.
This record from OMol25 describes 2 unconnected molecules or ions with the total composition C2H10N3 in a non-equilibrium geometry. The level of theory is ωB97M-V/def2-TZVPD.

Values from the calculation:
- E_tot: -246.19529 a.u.
- Maximum force: 1.64 eV Å⁻¹
- HOMO-LUMO gap: 9.992 eV

The geometry in ORCA input format:
```
! RIJCOSX wB97M-V def2-TZVPD def2/J DEFGRID3
* xyz 1 1
C 1.06602 -0.08930 -1.44045
N -0.49703 -1.15795 0.74770
C 0.94220 -0.89984 0.78145
N 1.54632 -0.21652 -0.07446
H 1.41272 -0.92948 -2.04207
H 1.49724 0.80844 -1.87289
H -0.03001 -0.09335 -1.53431
H -0.69096 -1.73127 -0.07053
H -0.77689 -1.66082 1.58251
H 1.47392 -1.39955 1.58800
N -1.15595 1.49066 0.47893
H -0.85803 0.44895 0.64154
H -2.16558 1.53106 0.63929
H -0.78922 2.22443 1.08319
H -0.97475 1.67453 -0.50788
*
```

---

2.
This record from OMol25 describes a molecular structure, C2H10N3OSn in a non-equilibrium geometry. The level of theory is ωB97M-V/def2-TZVPD.

Values from the calculation:
- E_tot: -535.97923 a.u.
- Maximum force: 2.27 eV Å⁻¹
- HOMO-LUMO gap (spin up / spin down): 4.517 / 3.262 eV

The geometry in ORCA input format:
```
! RIJCOSX wB97M-V def2-TZVPD def2/J DEFGRID3
* xyz -1 1
C -2.98501 -0.58773 -1.27995
Sn 0.89971 1.78828 0.06229
N 2.77852 0.86827 1.06561
N 1.14027 -0.77979 -1.21128
H 2.64247 -0.00045 1.57951
H -3.44651 0.20848 -1.84044
H -3.70104 -0.80538 -0.50409
H -1.99713 -0.35704 -0.78881
H -2.86332 -1.42938 -1.95611
H 1.54288 -1.44546 -0.55993
H 1.79442 -0.74303 -1.99302
H 0.32413 -1.25828 -1.58138
H 3.36376 0.71034 0.25156
H 3.21071 1.58666 1.68640
O -1.66195 0.98590 3.24894
C -0.91367 0.73182 2.35916
N -0.12823 0.52680 1.46155
*
```

---

3.
This record from OMol25 describes 2 unconnected molecules or ions with the total composition C2H10N4 in a non-equilibrium geometry. The level of theory is ωB97M-V/def2-TZVPD.

Values from the calculation:
- E_tot: -301.03046 a.u.
- Maximum force: 4.26 eV Å⁻¹
- HOMO-LUMO gap (spin up / spin down): 8.523 / 8.532 eV

The geometry in ORCA input format:
```
! RIJCOSX wB97M-V def2-TZVPD def2/J DEFGRID3
* xyz 0 1
C -1.74132 0.99482 -0.56351
C -0.65445 0.22943 0.36769
N 2.47853 0.62269 0.27634
N 0.10374 -2.07371 0.43156
N 2.14304 -0.39703 -0.51775
N -0.13958 -0.92704 -0.34212
H -2.71406 0.38301 -0.69886
H -2.08553 1.81766 0.06702
H -1.44589 1.35659 -1.54724
H 0.13450 0.88730 0.62235
H -1.36348 -0.11337 1.07475
H 1.95188 1.53361 0.28884
H 2.54814 0.37665 1.27839
H 0.48016 -2.68323 -0.31545
H 0.60317 -2.13751 1.33223
H 1.92202 -0.00441 -1.39821
*
```

---

4.
This record from OMol25 describes 2 unconnected molecules or ions with the total composition C2H10N4 in a non-equilibrium geometry. The level of theory is ωB97M-V/def2-TZVPD.

Values from the calculation:
- E_tot: -301.18627 a.u.
- SMILES: [H]/N=C/N.NCN
- Maximum force: 1.49 eV Å⁻¹
- HOMO-LUMO gap: 9.681 eV

The geometry in ORCA input format:
```
! RIJCOSX wB97M-V def2-TZVPD def2/J DEFGRID3
* xyz 0 1
N 0.38303 1.71436 -0.26848
C 0.86140 1.04513 -1.46332
N 2.29977 0.85319 -1.38390
H 1.09098 2.35082 0.07808
H -0.46416 2.25913 -0.34438
H 0.58711 1.44988 -2.43829
H 0.39910 0.05805 -1.42054
H 2.71316 1.17515 -0.52231
H 2.61168 -0.09161 -1.54068
N -0.18476 -1.01649 1.32368
C -1.32622 -1.61196 0.84112
N -2.49605 -1.22271 1.13824
H 0.55807 -1.68096 1.49966
H -0.29430 -0.41060 2.12801
H -1.08831 -2.42983 0.14868
H -3.17723 -1.44593 0.42198
*
```

---

5.
This record from OMol25 describes 2 unconnected molecules or ions with the total composition C2H10N4 in a non-equilibrium geometry. The level of theory is ωB97M-V/def2-TZVPD.

Values from the calculation:
- E_tot: -301.17883 a.u.
- SMILES: [H]/N=C/N.NCN
- Maximum force: 3.17 eV Å⁻¹
- HOMO-LUMO gap: 9.981 eV

The geometry in ORCA input format:
```
! RIJCOSX wB97M-V def2-TZVPD def2/J DEFGRID3
* xyz 0 1
N 0.26315 -0.79095 2.32304
C -1.03674 -0.56502 2.77697
N -2.01727 0.42489 2.19550
H 0.83411 0.00900 2.41217
H 0.29116 -0.92129 1.30229
H -0.80425 -0.20131 3.79726
H -1.58144 -1.50902 2.61293
H -1.67388 1.32112 1.91039
H -2.66650 0.65236 2.96597
N 1.68197 1.06909 -2.71202
C 0.86965 0.16246 -3.37740
N 0.62036 -1.00493 -2.91065
H 2.12426 1.72009 -3.33384
H 2.28712 0.68836 -1.95291
H 0.68892 0.54969 -4.41585
H 0.11939 -1.60456 -3.59386
*
```

---

6.
This record from OMol25 describes 2 unconnected molecules or ions with the total composition C2H10N4 in a non-equilibrium geometry. The level of theory is ωB97M-V/def2-TZVPD.

Values from the calculation:
- E_tot: -300.51225 a.u.
- Maximum force: 6.44 eV Å⁻¹
- HOMO-LUMO gap: 11.072 eV

The geometry in ORCA input format:
```
! RIJCOSX wB97M-V def2-TZVPD def2/J DEFGRID3
* xyz 2 1
C -0.97911 0.00797 -0.10270
C 0.54356 -0.14566 -0.41689
N -1.78099 0.83387 -0.80224
N 0.91383 -1.39064 -0.54805
N -1.35605 -0.73725 0.91377
N 1.27186 0.74639 0.83963
H 1.16177 0.69854 -1.48925
H -1.32439 1.11269 -1.58522
H -2.88018 0.81866 -0.79800
H 1.81959 -1.76425 -1.03565
H 0.41109 -2.17092 -0.03299
H -0.83257 -1.31622 1.59363
H -2.36996 -0.80726 0.95569
H 0.84660 0.63291 1.74799
H 2.22264 0.46580 0.94842
H 1.31972 1.82754 0.72368
*
```

---

7.
This record from OMol25 describes a gas-phase ion, C2H10N4 (charge +2) in a non-equilibrium geometry. The level of theory is ωB97M-V/def2-TZVPD.

Values from the calculation:
- E_tot: -300.53059 a.u.
- SMILES: [NH3+]C/N=C/N[NH3+]
- Maximum force: 3.92 eV Å⁻¹
- HOMO-LUMO gap: 11.514 eV

The geometry in ORCA input format:
```
! RIJCOSX wB97M-V def2-TZVPD def2/J DEFGRID3
* xyz 2 1
C 0.63830 -0.71487 -0.15097
C -1.46178 -0.20346 0.66921
N -0.19255 0.15986 0.23739
N 1.93706 -0.42152 -0.50227
N -2.53116 0.24650 -0.39194
N 2.51017 0.72159 0.15554
H 0.41653 -1.75844 -0.46559
H -1.61989 -1.23529 0.75998
H -1.76437 0.24730 1.60192
H 2.52705 -1.15293 -0.81201
H -2.13340 0.25646 -1.29938
H -2.80876 1.13869 -0.05289
H -3.44959 -0.18262 -0.43827
H 2.16566 0.71909 1.09756
H 3.54634 0.57711 -0.02303
H 2.22042 1.60255 -0.38525
*
```

---

8.
This record from OMol25 describes a gas-phase ion, C2H10N4O (charge +2) in a non-equilibrium geometry. The level of theory is ωB97M-V/def2-TZVPD.

Values from the calculation:
- E_tot: -375.72414 a.u.
- SMILES: CO[N+]([NH3+])=C(N)N
- Maximum force: 2.06 eV Å⁻¹
- HOMO-LUMO gap: 11.252 eV

The geometry in ORCA input format:
```
! RIJCOSX wB97M-V def2-TZVPD def2/J DEFGRID3
* xyz 2 1
C 0.73205 -0.74882 -0.35121
C -0.26550 2.37994 0.32489
N 1.37237 -0.30310 -1.39814
N 1.00269 -1.89995 0.23964
N -0.27031 0.04540 0.22138
N -1.54650 -0.84565 0.57454
O -0.61424 1.18245 -0.40466
H -0.79944 3.17819 -0.18651
H 0.80940 2.55535 0.26301
H -0.57241 2.33442 1.36911
H 2.18720 -0.77340 -1.78255
H 1.05998 0.52519 -1.89917
H 1.75512 -2.49260 -0.09979
H 0.69618 -2.12444 1.17764
H -2.36662 -0.34901 0.16685
H -1.67698 -0.86459 1.60052
H -1.50300 -1.79936 0.18446
*
```

---

Look up the E_tot of the fourth one. -301.18627 a.u.